Entry 1:
This record from OMol25 describes a structure of composition C40H46GeN5O5Pd. The level of theory is wB97M-V/def2-TZVPD.

Each line ends with the Löwdin charge.
Atoms and positions in Å:
H (-0.50502, -5.45201, -0.90989)  0.106
O (-1.06529, -1.38962, 1.41141)  -0.025
C (2.77399, 0.35117, 2.50261)  -0.120
C (1.17078, -1.23871, -1.28088)  -0.026
C (2.41659, 4.05259, -0.79304)  -0.072
H (-3.10606, 0.32649, 2.36915)  0.152
H (2.82206, 7.16460, 3.54416)  0.134
H (1.42638, -2.44410, 1.18597)  0.086
H (1.38984, 6.23575, 1.81452)  0.134
C (-0.70288, 4.83389, 1.26023)  0.004
N (-2.62000, -2.63078, 2.45217)  -0.125
O (-2.90273, 0.23155, 0.34657)  -0.178
H (6.56532, -3.27598, -1.02839)  0.107
H (-3.29364, -2.65040, -2.51756)  0.083
C (-1.44524, -5.24759, -1.39991)  -0.044
H (-2.18469, 2.55393, -0.74187)  0.100
C (5.25287, 0.32030, -1.43179)  -0.110
H (7.20843, 0.79753, -2.15311)  0.106
H (-5.55118, 0.38054, -4.12573)  0.101
C (-1.66894, -3.70197, 2.66206)  -0.018
H (-3.89219, -3.69048, 3.67829)  0.096
H (-2.36376, 4.94316, -0.09842)  0.111
H (-4.27074, -0.75682, 1.55840)  0.120
H (8.04795, -1.50693, -1.90015)  0.106
H (2.78266, 4.91121, -0.24941)  0.100
H (-4.62707, 0.77554, -0.64775)  0.143
H (-3.34863, 0.82049, -5.04873)  0.101
C (1.64566, -2.04969, 3.28769)  -0.080
C (4.89509, -1.96251, -0.78847)  -0.112
H (1.99480, -1.38342, 5.28927)  0.107
N (-1.06812, -2.87103, -1.19384)  0.076
H (4.44047, 5.42495, 2.05354)  0.094
H (-0.73820, -3.42883, 2.17233)  0.068
H (-4.25676, -0.97960, -0.65995)  0.143
C (-3.81851, 0.02782, -0.70576)  -0.105
H (4.23701, -2.72948, -0.40155)  0.099
C (0.25331, 3.97873, 1.79805)  -0.107
C (-5.18741, -0.20707, -3.28138)  -0.026
C (6.56060, 0.02288, -1.76906)  -0.078
H (-1.98317, 0.04467, -4.21959)  0.089
C (-2.27081, -6.28389, -1.78343)  -0.093
N (1.79673, 5.66074, 2.53538)  0.100
H (4.87189, 1.32576, -1.55160)  0.092
H (3.11795, 2.65238, 0.65767)  0.094
C (-1.52415, 2.97845, 0.00151)  -0.109
C (-3.85289, -4.72081, -2.67728)  -0.099
C (1.35660, 3.11898, -2.73306)  -0.066
C (1.79163, 4.22195, -2.01578)  -0.064
H (-4.13460, -6.84301, -2.68734)  0.098
O (4.04227, 6.28429, 2.23364)  -0.024
C (-1.81996, -3.92132, -1.64433)  -0.325
C (6.19901, -2.26509, -1.13420)  -0.079
C (-3.06620, 0.16913, -2.03192)  -0.429
C (2.60523, 2.77920, -0.28523)  -0.124
H (-0.09029, -3.03894, -0.96633)  0.037
H (-1.49522, -3.83967, 3.73007)  0.101
H (3.24505, 5.46814, 3.97596)  0.132
H (-5.72791, 0.10051, -2.39214)  0.086
C (-1.60318, 4.31727, 0.34098)  -0.028
O (1.88280, 3.61108, 3.48481)  0.076
H (-0.76891, 5.87039, 1.55810)  0.121
O (-1.85512, 0.38961, -2.05400)  -0.030
H (-2.05713, -4.62673, 2.23379)  0.103
H (-3.27331, -0.95219, -4.94436)  0.102
C (1.53157, 1.84909, -2.21273)  -0.126
C (1.37220, 4.38767, 2.70461)  -0.457
H (-4.34562, -2.00217, 3.48705)  0.095
C (4.42113, -0.66831, -0.93517)  -0.275
H (-1.97536, -7.30402, -1.59229)  0.104
Ge (2.54739, -0.22866, -0.42987)  0.886
C (3.00665, 6.15850, 3.15799)  -0.243
H (-1.22067, -1.97541, -1.65509)  0.040
H (1.23814, 0.97592, -2.78861)  0.091
Pd (-0.19316, 0.00994, -0.34538)  0.750
C (2.65243, 0.05340, 3.84870)  -0.065
H (0.88743, 1.93541, 1.93435)  0.107
C (-2.22100, -1.53375, 1.80501)  -0.400
C (2.31684, -0.53836, 1.54181)  -0.277
C (7.03172, -1.27099, -1.62256)  -0.078
C (-3.48150, -6.03058, -2.41118)  -0.108
C (-3.02872, -3.67805, -2.30795)  -0.050
H (-4.63850, -3.16500, 2.16990)  0.102
C (-3.23461, -0.41048, 1.56579)  -0.081
C (-3.94987, -2.87091, 2.96570)  -0.032
C (2.16384, 1.66435, -0.98431)  -0.301
H (3.01273, 0.75895, 4.58200)  0.111
C (0.20499, 2.63026, 1.44985)  -0.069
C (-3.04989, -0.02088, -4.42244)  -0.016
H (-5.40068, -1.25960, -3.48297)  0.098
H (1.66392, 5.21450, -2.41743)  0.108
C (1.75698, -1.74337, 1.94433)  -0.143
H (0.91437, 3.25018, -3.70997)  0.109
H (1.23204, -3.00065, 3.59194)  0.101
C (2.08305, -1.14545, 4.24068)  -0.067
N (-3.76333, 0.00290, -3.16002)  -0.144
H (3.25269, 1.27654, 2.21486)  0.087
N (-0.65296, 2.14113, 0.56413)  0.034
H (-4.78729, -4.51911, -3.18180)  0.099

Results
Total charge   +1
LUMO (alpha / beta)   -3.8 / -3.8 eV
Kohn-Sham gap (alpha / beta)   5.90 / 5.95 eV
Highest occupied orbital energy (alpha / beta)   -9.722 / -9.721 eV
Largest force on an atom   0.058 hartree/bohr



Entry 2:
This record from OMol25 describes a structure of composition C40H46N2O3PRuSSi2. The level of theory is wB97M-V/def2-TZVPD.

Each line ends with the Löwdin spin population.
Atoms and positions in Å:
H (2.02218, 0.89930, -3.95957)  0.001
H (4.12948, -1.36160, -1.15377)  0.000
S (-0.74402, -4.63170, 2.55423)  0.000
H (1.31518, -3.26890, -1.81987)  0.000
C (-1.83032, -0.49490, -1.01087)  -0.003
C (1.20188, 5.42330, -0.30687)  -0.022
C (0.13518, -4.88880, 0.89093)  0.000
H (-1.60192, -3.33740, -3.63877)  0.001
P (-2.08212, 1.14550, -0.16447)  0.036
N (-0.63272, -2.05740, 1.33303)  0.000
C (3.66948, -0.79880, 1.97963)  -0.002
H (4.11508, -1.45530, 1.23993)  0.000
C (-2.54372, 0.92970, 1.57543)  -0.020
O (1.23988, -1.57860, 0.16713)  -0.008
C (2.32088, 2.91880, -0.01937)  -0.017
H (4.15568, -0.98470, 2.93253)  0.000
C (-5.97752, 1.33590, -1.62727)  0.001
C (0.40248, -2.41770, 0.51373)  0.000
C (-6.04932, 2.67570, -1.96177)  0.000
C (1.04698, -4.09380, -1.17937)  0.000
H (1.02408, -7.46310, -1.09477)  0.000
C (4.76128, 1.82360, -2.28917)  -0.007
C (0.87048, -6.44570, -0.77037)  0.000
C (-3.04772, 0.29200, 4.21663)  0.006
H (0.74238, 6.38810, -0.45257)  -0.001
C (1.81218, 1.35960, -2.99847)  0.007
H (2.59658, 1.52210, 3.64093)  0.000
C (-1.55952, -0.22290, -2.36177)  0.018
C (3.47028, -0.97010, -1.91817)  0.001
H (0.64808, 0.95090, 2.78253)  -0.010
H (6.02938, 2.25780, 0.88883)  0.000
H (3.91718, -1.16570, -2.88767)  0.000
C (-1.45302, 0.83160, 2.47473)  -0.014
C (1.20728, -5.39390, -1.60717)  0.000
H (-5.88442, -1.00860, -0.57907)  0.000
H (2.95118, 6.17820, 0.69643)  0.001
H (-5.12102, 0.60580, 3.73643)  -0.002
C (-1.65562, -2.53990, -2.91367)  0.016
H (0.82708, 1.00640, -2.66757)  0.002
C (-4.85892, -0.68470, -0.73917)  0.001
H (-2.07272, -3.85200, -1.28277)  0.000
H (-6.84532, 0.70780, -1.77927)  0.000
H (3.95608, 3.92700, 0.94603)  -0.001
N (1.11878, 3.06520, -0.63067)  -0.017
H (1.74138, 2.43090, -3.15407)  0.000
H (-6.96292, 3.08250, -2.37007)  0.000
C (0.33458, -6.19140, 0.48203)  0.000
O (-0.16102, -5.65310, 3.42183)  0.000
H (-4.67322, 1.11890, 1.37953)  0.001
H (6.09208, 0.57170, 0.41893)  0.000
C (2.43478, 5.29930, 0.33283)  0.002
H (-4.29382, -0.89230, 0.16233)  0.000
H (5.64558, 1.42370, -1.80967)  0.000
C (-3.85002, 0.90960, 2.04513)  0.007
C (2.82228, 1.56940, 0.03533)  -0.206
C (2.99238, 4.05130, 0.48053)  -0.021
C (-0.12052, 1.20380, 2.05263)  -0.186
C (0.50598, -3.82250, 0.08063)  -0.001
C (-1.97962, -1.83420, -0.61227)  0.014
Si (3.17778, 0.90500, -1.72027)  -0.009
H (-3.25102, -0.01540, 5.23263)  0.001
H (6.31168, 1.01970, 2.09433)  -0.001
H (4.90458, 1.73860, -3.36007)  -0.001
C (-1.45442, -1.22710, -3.30367)  -0.003
C (5.75318, 1.25380, 1.19303)  -0.012
H (-0.06542, 2.26480, 1.76043)  -0.006
H (-2.65722, -1.66910, 1.46163)  0.000
C (-1.91232, -2.82740, -1.58487)  -0.003
H (1.59538, -5.59070, -2.59427)  0.000
H (4.71098, 2.87950, -2.04727)  0.000
C (-1.74562, 0.39780, 3.77873)  -0.023
H (-2.93022, 3.57600, -1.05917)  0.002
H (4.26698, 1.96680, 3.81873)  0.000
C (-4.95072, 3.49380, -1.76037)  0.000
H (0.06358, -7.00550, 1.13693)  0.000
C (-3.71212, 1.59810, -0.89707)  0.015
H (-0.92552, 0.20360, 4.45573)  -0.001
H (-1.23922, -0.98460, -4.33277)  -0.001
Ru (0.52788, 0.74660, -0.15777)  1.500
H (-0.37422, 4.31370, -1.26177)  0.001
H (-4.99222, 4.54320, -2.01597)  0.000
C (-4.82602, 0.76950, -1.09147)  0.003
H (2.53928, -1.52250, -1.85827)  0.000
C (3.42818, 1.99580, 3.13043)  0.001
H (-2.27622, -3.31310, 0.93603)  0.000
H (-0.50322, -1.08920, 1.64863)  -0.001
C (-3.79592, 2.94760, -1.23507)  0.003
H (-1.49972, 0.81670, -2.67377)  0.001
Si (3.87208, 1.04220, 1.52283)  -0.025
C (-4.10532, 0.61360, 3.37233)  -0.023
C (0.58778, 4.27100, -0.76377)  0.006
H (3.16298, 3.03700, 2.97923)  0.000
H (2.62818, -1.08330, 2.08073)  0.000
C (-1.99472, -2.26330, 0.83403)  0.000
O (-2.13012, -4.91880, 2.13193)  0.000
H (-4.44382, -1.27990, -1.55087)  0.000

Results
LUMO (alpha / beta)   -1.9 / -1.2 eV
Kohn-Sham gap (alpha / beta)   4.06 / 4.73 eV
Highest occupied orbital energy (alpha / beta)   -5.920 / -5.921 eV
Largest force on an atom   0.046 hartree/bohr
Spin multiplicity   2